A structure of composition C21H37CsN3O5Si3, computed with ωB97M-V with the def2-TZVPD basis set.

Atoms and positions in Å:
Cs  -2.020  3.666  19.662
O  -1.154  0.673  24.409
C  -0.975  1.490  23.336
O  -0.919  1.132  22.145
C  -0.764  2.890  23.856
C  -0.582  3.217  25.200
C  -0.428  4.588  25.496
C  -0.441  5.505  24.472
C  -0.616  5.021  23.150
N  -0.772  3.799  22.880
C  -0.506  5.992  22.030
O  -0.234  5.505  20.914
O  -0.749  7.205  22.327
H  -1.558  -0.160  24.110
H  -0.565  2.400  25.934
H  -0.287  4.800  26.566
H  -0.276  6.567  24.516
C  -1.182  0.482  18.301
O  -2.074  1.328  17.673
Si  -3.335  0.840  16.616
C  -2.143  0.179  15.116
C  -3.963  -0.771  17.311
C  -4.540  2.134  16.252
Si  -5.389  1.967  14.642
C  -4.208  2.144  13.158
C  -6.752  3.137  14.105
C  -6.343  0.280  14.330
Si  -5.783  2.700  17.563
C  -5.220  2.311  19.352
C  -6.104  4.565  17.520
C  -7.493  1.816  17.344
H  -1.685  -0.161  19.012
H  -0.524  1.079  18.883
H  -0.611  -0.120  17.571
H  -1.284  -0.329  15.556
H  -1.713  0.963  14.537
H  -2.707  -0.512  14.524
H  -3.193  -1.528  17.108
H  -4.869  -1.149  16.811
H  -4.354  -0.764  18.351
H  -3.798  3.181  13.241
H  -4.733  1.975  12.197
H  -3.428  1.382  13.165
H  -6.734  4.096  14.605
H  -7.711  2.616  14.339
H  -6.723  3.316  13.007
H  -5.528  -0.377  14.018
H  -7.089  0.341  13.511
H  -6.803  -0.117  15.228
H  -4.157  1.831  19.314
H  -5.874  1.513  19.792
H  -5.176  3.094  20.078
H  -5.143  5.022  17.822
H  -6.906  4.839  18.198
H  -6.367  4.859  16.514
H  -7.294  0.788  17.402
H  -7.950  1.991  16.394
H  -8.227  2.070  18.128
C  -4.542  6.304  14.242
N  -3.746  6.279  15.499
C  -3.461  7.318  16.318
C  -2.539  6.850  17.198
N  -2.253  5.551  16.948
C  -2.959  5.247  15.879
H  -4.863  7.364  14.043
H  -5.398  5.566  14.225
H  -3.880  5.982  13.413
H  -3.901  8.276  16.257
H  -2.043  7.347  18.008
H  -2.958  4.252  15.451

**LUMO**: 1.907 eV
**Net charge**: -1



A structure of composition C21H37F2IN2O8S2, computed with ωB97M-V with the def2-TZVPD basis set.

Atoms and positions in Å:
C  -1.973  0.847  -4.216
C  -1.163  0.272  -5.384
C  -1.786  -0.944  -6.055
O  -1.185  -2.221  -5.665
C  -0.878  -2.394  -4.392
N  0.457  -2.461  -4.168
C  1.005  -2.671  -2.951
O  2.324  -2.834  -2.916
C  3.123  -1.621  -2.930
C  4.508  -1.957  -2.439
O  4.566  -2.574  -1.185
C  3.940  -1.868  -0.127
C  4.434  -0.435  0.074
C  0.167  -2.795  -1.849
C  -1.227  -2.771  -2.025
C  -2.084  -2.926  -0.814
C  -2.603  -1.551  -0.346
C  -2.801  -1.501  1.168
C  -1.486  -1.149  1.905
C  -1.436  0.311  2.355
C  -0.895  1.311  1.304
C  0.261  2.131  1.860
C  -0.257  3.186  2.817
O  -0.904  4.273  2.175
C  0.008  5.245  1.723
C  -1.745  -2.592  -3.326
I  -3.804  -2.707  -3.666
H  -3.032  0.705  -4.410
H  -1.826  1.918  -4.128
H  -1.717  0.414  -3.253
H  -0.130  0.077  -5.105
H  -1.126  1.040  -6.152
H  -1.614  -0.899  -7.124
H  -2.858  -1.006  -5.907
H  1.071  -2.374  -4.967
H  2.638  -0.853  -2.329
H  3.211  -1.263  -3.956
H  5.112  -1.048  -2.473
H  4.955  -2.660  -3.138
H  4.159  -2.442  0.765
H  2.854  -1.892  -0.239
H  4.690  -0.280  1.116
H  3.657  0.289  -0.150
H  5.323  -0.215  -0.507
H  0.616  -2.968  -0.886
H  -1.483  -3.355  -0.018
H  -2.913  -3.595  -1.014
H  -3.521  -1.302  -0.874
H  -1.888  -0.773  -0.610
H  -3.508  -0.706  1.385
H  -3.222  -2.430  1.539
H  -1.385  -1.797  2.771
H  -0.637  -1.358  1.249
H  -0.807  0.368  3.239
H  -2.430  0.628  2.653
H  -0.627  0.827  0.361
H  -1.687  2.022  1.065
H  0.920  1.492  2.448
H  0.861  2.594  1.078
H  -1.006  2.703  3.441
H  0.524  3.544  3.483
H  0.531  5.698  2.566
H  -0.561  6.005  1.199
H  0.731  4.821  1.022
N  -0.045  2.975  6.728
S  -0.737  3.025  8.165
O  0.053  2.480  9.219
O  -2.139  2.769  8.164
F  -0.628  4.595  8.367
S  0.128  1.548  6.116
O  1.005  1.555  4.981
O  -1.059  0.759  5.985
F  0.979  0.761  7.208

**LUMO**: -2.250 eV



A structure of composition C21H37FN5SSiV, computed with ωB97M-V with the def2-TZVPD basis set.

Atoms and positions in Å:
V  8.222  11.364  11.229
C  7.332  16.128  14.259
C  8.534  15.764  13.417
N  9.127  14.473  13.713
C  8.708  13.272  13.285
S  7.285  13.131  12.219
N  9.401  12.152  13.590
N  8.838  11.081  12.987
C  9.111  9.752  13.157
C  10.242  9.256  13.981
C  8.214  8.857  12.459
C  8.216  7.460  12.470
C  7.357  6.775  11.584
C  6.689  7.472  10.558
C  6.712  8.884  10.600
N  7.444  9.559  11.517
H  7.185  17.201  14.230
H  6.394  15.656  13.907
H  7.510  15.852  15.293
H  8.276  15.782  12.348
H  9.369  16.432  13.566
H  9.949  14.408  14.352
H  10.762  10.086  14.441
H  9.866  8.617  14.801
H  10.827  8.571  13.351
H  8.803  6.898  13.202
H  7.247  5.681  11.582
H  6.058  7.000  9.776
H  6.125  9.584  9.969
C  11.055  9.720  8.355
C  9.945  10.393  9.051
N  9.130  11.060  9.551
H  10.848  9.630  7.287
H  11.198  8.683  8.762
H  11.993  10.216  8.586
C  4.460  13.772  7.389
Si  5.944  12.791  6.729
C  5.731  11.704  5.082
C  5.618  12.568  3.737
C  6.892  10.645  4.989
C  4.462  10.885  5.351
C  7.475  14.003  6.838
C  8.790  13.292  6.531
C  7.639  14.513  8.313
C  7.287  14.983  5.663
H  3.502  13.424  6.911
H  4.564  14.794  7.003
H  4.518  13.736  8.486
H  6.604  12.957  3.473
H  4.839  13.371  3.796
H  5.338  11.915  2.888
H  7.046  10.315  3.952
H  6.614  9.706  5.619
H  7.863  10.964  5.315
H  3.494  11.415  5.344
H  4.540  10.303  6.272
H  4.335  10.148  4.555
H  9.105  12.536  7.244
H  9.616  14.015  6.521
H  8.791  12.772  5.553
H  8.107  13.750  9.003
H  6.770  14.918  8.890
H  8.383  15.327  8.258
H  7.780  14.615  4.750
H  7.889  15.858  5.941
H  6.264  15.297  5.520
F  5.967  11.864  8.122

**2S+1**: 2
**LUMO (spin up / spin down)**: -3.467 / -3.609 eV
**Net charge**: +1



A structure of composition C21H37FeN3OSeSi3, computed with ωB97M-V with the def2-TZVPD basis set.

Atoms and positions in Å:
Fe  -0.407  -0.368  -0.179
C  -1.501  2.259  2.189
Si  0.233  2.394  1.521
C  0.742  4.176  1.632
C  1.418  1.331  2.498
C  0.248  1.824  -0.280
C  -1.018  1.993  -1.034
C  -1.569  3.162  -1.553
C  -2.770  3.074  -2.234
C  -3.404  1.841  -2.399
C  -2.810  0.724  -1.862
N  -1.651  0.824  -1.188
Si  1.842  1.690  -1.309
C  1.370  1.260  -3.051
C  3.021  0.451  -0.565
C  2.690  3.348  -1.305
H  -1.503  2.490  3.257
H  -1.938  1.267  2.070
H  -2.167  2.970  1.693
H  0.732  4.506  2.675
H  0.049  4.814  1.077
H  1.742  4.342  1.236
H  1.207  1.416  3.567
H  2.456  1.628  2.336
H  1.361  0.271  2.239
H  -1.058  4.106  -1.426
H  -3.217  3.968  -2.648
H  -4.335  1.751  -2.940
H  -3.229  -0.269  -1.968
H  0.837  0.310  -3.115
H  2.274  1.180  -3.661
H  0.743  2.038  -3.494
H  2.574  -0.493  -0.252
H  3.552  0.875  0.290
H  3.767  0.195  -1.325
H  2.049  4.134  -1.712
H  3.595  3.306  -1.917
H  2.989  3.642  -0.299
C  2.312  -2.129  -4.045
Si  1.844  -3.208  -2.619
C  3.263  -3.487  -1.468
C  1.044  -4.780  -3.156
Se  0.196  -2.166  -1.434
H  3.065  -2.616  -4.671
H  2.727  -1.184  -3.688
H  1.442  -1.912  -4.667
H  4.067  -4.033  -1.970
H  2.945  -4.072  -0.603
H  3.668  -2.537  -1.113
H  1.768  -5.385  -3.712
H  0.189  -4.591  -3.806
H  0.703  -5.360  -2.297
N  -3.042  -3.018  5.868
C  -3.669  -2.662  4.726
O  -4.866  -2.740  4.564
C  -2.806  -2.130  3.594
C  -3.472  -1.537  2.532
C  -2.739  -1.036  1.479
N  -1.400  -1.108  1.434
C  -0.756  -1.706  2.445
C  -1.423  -2.223  3.539
H  -3.613  -3.367  6.620
H  -2.060  -2.900  6.025
H  -4.551  -1.478  2.546
H  -3.226  -0.556  0.640
H  0.319  -1.796  2.365
H  -0.841  -2.711  4.308

**2S+1**: 6
**LUMO (spin up / spin down)**: -3.345 / -4.437 eV
**Net charge**: +1